[1]
C29H28NOSScSi | the ωB97M-V functional and the def2-TZVPD basis

Positions of all 62 atoms, in Å:
H 0.1055 -5.8787 1.4391
C 7.3638 0.6258 0.0764
C -0.8195 2.9799 0.0071
H -1.6463 3.0113 -0.6877
C 4.6782 1.0626 -0.5989
C -1.4159 -4.6206 0.5952
C -2.9756 0.8357 -3.6165
H -6.2787 0.2995 1.1463
C -2.6983 0.0139 2.5286
C 5.0394 0.7617 0.7168
C -5.0468 0.3320 2.8991
C 0.0403 2.4686 2.1948
N 5.6895 1.1125 -1.4997
C -2.8989 -0.0812 1.1458
H 1.6750 -4.0117 1.8392
C -2.7183 -0.2216 -4.4789
C -0.9002 -2.2542 0.4363
C 0.3394 -2.5372 1.0176
H 6.6238 0.3172 2.0714
C 0.7124 -3.8253 1.3811
C -1.6936 -1.4351 -2.6743
C -5.2717 0.2258 1.5359
C 6.3603 0.5473 1.0469
H 2.1108 2.9529 2.5118
C -3.7541 0.2178 3.4007
H 4.2687 0.7050 1.4706
C -1.0215 2.5065 1.3004
H -1.8901 -2.1900 -4.6719
H -1.6966 -0.0927 2.9412
H 0.5851 3.7746 -1.4142
H 7.6836 0.9842 -2.0328
C -1.9358 -0.3808 -1.7867
C -4.2070 0.0101 0.6669
H -2.8329 1.5731 -1.6228
C -2.0770 -1.3574 -4.0064
H 0.6425 -1.5267 -1.2124
H -4.4044 -0.0821 -0.3953
C 0.4381 3.4297 -0.3987
H -2.7583 -3.1557 -0.1849
H -3.5800 0.2758 4.4675
H 8.4041 0.4727 0.3194
S 3.1032 1.4216 -1.2026
H 2.4652 3.7737 0.2038
C 1.2913 2.9422 1.8039
H -3.4927 1.7152 -3.9777
H 5.4354 1.3299 -2.4562
H 1.0545 -1.7365 1.2288
H -2.0020 2.1741 1.6049
Si -1.4674 -0.5050 0.0216
C -0.1706 -4.8701 1.1610
H -3.0315 -0.1660 -5.5131
C 6.9931 0.9105 -1.2052
H 1.8033 -0.6820 -1.9151
O 1.1310 -0.6823 -1.2177
H -1.2180 -2.3456 -2.3217
H -2.1093 -5.4364 0.4373
H -0.1161 2.1132 3.2061
C -2.5878 0.7524 -2.2877
C -1.7760 -3.3306 0.2413
Sc 0.8435 0.8584 0.2315
C 1.4893 3.4289 0.5076
H -5.8771 0.4893 3.5751

Summary:
**Net charge**: +2
**Relative energy (zero: lowest compared OMol25 entry of this formula, charge and spin)**: 26.4 kcal/mol
**Multiplicity**: 1
**Total energy**: -73465.4512 eV
**HOMO-LUMO gap (alpha / beta)**: 6.2 / 6.2 eV

***

[2]
C29H29Br2N4O6PdS | the ωB97M-V functional and the def2-TZVPD basis

Positions of all 72 atoms, in Å:
C 3.8144 -1.2927 -4.4526
C -1.4713 -2.0468 5.5600
O -3.2819 -4.4916 2.6092
C -4.8190 3.9747 0.6245
H 2.7809 -0.4220 2.0473
H 5.6490 -2.5935 -0.3197
C 3.3543 -2.5518 -5.2017
H -2.1169 3.6796 -0.0782
N -6.0997 3.7531 0.9185
C 1.8022 -1.3475 -0.5502
H 2.2770 -2.5557 -5.3390
C 5.3456 -1.2953 -4.4093
C -2.6166 2.7860 0.2611
H 5.6450 -0.0137 -0.3066
H -0.8523 1.5610 0.0607
O -2.7278 -2.9778 1.0671
N -1.3125 -1.5743 2.8579
H -3.3581 5.4997 0.1183
C -4.5217 1.5668 1.0361
C 5.0235 -2.5622 0.5689
C 3.8445 -1.2966 -1.8748
H 4.4105 -3.4609 0.5847
S -8.6653 4.3400 1.4213
C 3.1588 -1.2924 -3.0833
O 1.1602 -1.3840 0.5566
Br 0.1745 0.7113 2.9516
H 2.2787 -0.0341 -5.3452
C 4.1309 -1.3115 0.6005
C -3.9604 2.7814 0.6333
H 3.8302 0.0092 -6.1849
H -1.5070 -2.2413 6.6215
C -6.9263 4.7657 0.9419
H 5.6568 -0.0514 1.4578
H 5.6691 -2.5671 1.4455
H -0.2702 -0.2527 5.7465
C -5.3478 6.2656 0.3966
C 3.2298 -1.3124 -0.6324
C -3.7300 0.4349 1.0695
H 5.7300 -1.2973 -5.4296
C -1.9054 1.6016 0.3243
H 4.9217 -1.2896 -1.9024
H -5.5651 1.5383 1.3111
H 1.1652 -1.2949 -3.9100
O -8.6296 2.8995 1.5673
H 5.7242 -2.1837 -3.9079
C 3.3560 -0.0368 -5.2071
C 1.1406 -1.3359 -1.8039
H -2.6930 -3.7389 4.9717
H 3.6229 -3.4430 -4.6382
C 3.3885 -1.3156 1.9393
C -0.7265 -0.7697 3.7201
H 5.7284 -0.4081 -3.9089
C -2.0126 -2.6123 3.3032
H 3.8277 -2.6026 -6.1797
H 4.3972 0.8407 0.5998
Br -0.8140 -1.4059 -1.8248
C 1.7732 -1.3025 -3.0202
N -6.6119 6.0211 0.6923
O -8.8091 5.0830 2.6614
C -4.3829 5.2685 0.3481
C -2.7479 -3.4672 2.2190
H 3.6244 0.8564 -4.6468
H 4.1165 -1.3375 2.7513
C 5.0151 -0.0543 0.5785
C -0.7664 -0.9477 5.0879
H 2.7447 -2.1865 2.0279
H -5.0948 7.2990 0.1953
Pd -1.0473 -1.4536 0.6369
N -2.4468 0.4554 0.7282
C -2.1150 -2.8832 4.6618
H -4.1221 -0.5276 1.3797
O -9.4378 4.8317 0.2948

Summary:
**Net charge**: -1
**Relative energy (zero: lowest compared OMol25 entry of this formula, charge and spin)**: 15.1 kcal/mol
**Multiplicity**: 3
**Total energy**: -203191.1046 eV
**HOMO-LUMO gap (alpha / beta)**: 7.0 / 5.5 eV

***

[3]
C29H29Br2N4OY | the ωB97M-V functional and the def2-TZVPD basis

Positions of all 66 atoms, in Å:
H -1.9513 3.2146 0.7874
H -0.4339 -3.2866 1.2701
H 1.1055 -2.4067 1.3904
C 0.0329 -1.9077 -1.1245
H 1.2333 1.9241 -3.1337
C 4.0165 3.2604 -1.7385
C 3.5078 3.5279 -0.4710
C -4.0019 3.5650 0.5464
H 1.1095 0.5968 3.9600
C -0.0549 2.2627 -0.7509
H 3.5747 0.5553 3.5920
C 2.1990 3.2023 -0.1631
H 0.0057 -1.9944 -2.2240
H -3.9419 -4.4346 -0.1187
C -4.1252 0.8140 0.1786
H -0.2615 1.5042 2.3763
H 2.6842 -4.0736 -0.6219
Br -6.7746 4.0020 0.0812
C 2.7835 0.1136 -0.0978
C -5.2742 -2.6955 0.0035
H 5.4260 0.6592 1.9161
H -0.7447 2.4855 -1.5724
C 1.3349 2.6109 -1.0984
H 0.7468 -0.9765 3.2612
O -0.2795 0.5383 2.4143
H 2.3100 -3.1236 -2.0709
N -2.9160 -1.2143 0.0523
Br -6.8487 -3.7236 0.0054
H 4.8669 0.3609 -0.5061
C -4.1409 -0.5812 0.0901
C -2.9165 -2.5695 -0.0248
Y -0.7467 -0.0023 -0.0689
H 2.7147 -2.3089 -0.5536
H -0.3663 2.8512 0.1101
C 0.7072 -3.1766 -0.5985
H -6.2545 1.1507 -0.1867
C -5.2334 2.9416 0.2446
C -5.3085 1.6070 0.0635
N 1.7939 0.0503 0.7967
C 3.1796 2.6840 -2.6907
H -0.9717 -4.5224 -1.0703
C 0.1049 -4.4419 -1.2304
H 0.2760 -4.4404 -2.3105
C 5.4025 3.5773 -2.0558
H -3.9186 4.6269 0.7167
H 1.0926 -4.1652 1.3154
C -5.3449 -1.3505 0.0759
C 2.0897 0.1998 2.0858
C 2.1929 -3.1631 -0.9848
N 6.5014 3.8085 -2.3047
C 4.1037 0.3158 0.2590
C 1.8671 2.3727 -2.3749
H 1.8243 3.4207 0.8328
C -4.0226 -3.3600 -0.0555
C 0.6049 -3.2657 0.9284
H -6.3066 -0.8671 0.1574
N -2.8997 1.4122 0.3899
C 0.9265 0.0705 3.0249
H -1.9411 -3.0246 -0.0807
H 4.1475 3.9898 0.2716
H 0.5721 -5.3410 -0.8123
H 2.5014 -0.0123 -1.1347
C 4.4049 0.4813 1.6000
H 3.5614 2.4870 -3.6850
C -2.9053 2.7554 0.5836
C 3.3792 0.4297 2.5332

Summary:
**Net charge**: 0
**Relative energy (zero: lowest compared OMol25 entry of this formula, charge and spin)**: 40.2 kcal/mol
**Multiplicity**: 1
**Total energy**: -179678.2530 eV
**HOMO-LUMO gap (alpha / beta)**: 7.1 / 5.2 eV

***

[4]
C29H29CeNS4Si | the ωB97M-V functional and the def2-TZVPD basis

Positions of all 65 atoms, in Å:
H -0.3798 2.4816 3.2060
C -4.8418 1.1776 -3.4064
Ce 0.1819 1.0265 -0.1241
C -2.9171 -0.1698 0.8956
S -2.3152 1.5604 1.0399
S -1.3318 -0.3307 -2.2178
C 4.9331 -0.1932 -1.2151
C 2.5441 4.7711 -1.7048
C -2.6003 0.7863 -2.5665
H 0.3183 -3.3980 3.5627
C 0.0183 -2.0940 1.8801
H 0.8271 4.1131 1.4840
C 2.2463 1.1032 1.7036
C -2.4522 2.1851 -2.4157
C 3.5537 -0.4568 -1.1975
H -3.9451 -0.7475 -3.1770
H 2.8646 3.8342 -2.1551
H -5.4802 3.2327 -3.5310
H 2.8330 4.7522 -0.6580
H 0.5113 4.5900 -4.3848
C 4.0956 -2.6505 -0.2957
C -0.3555 -2.7118 3.0707
C -4.6851 2.5531 -3.2601
H 1.5874 -3.4763 1.4600
H 3.0754 0.4036 1.6048
H -0.9258 5.3760 -3.7826
H -3.9432 -0.2026 1.2714
C 3.1578 -1.7036 -0.6806
H 6.1722 -3.0918 0.0003
N -0.7706 -1.2352 1.2379
H -2.8899 -0.4616 -0.1593
H 2.1383 -1.8035 1.7598
H 6.9125 -0.8584 -0.7798
C 1.3633 -2.4189 1.2957
H 0.1511 7.3961 -1.4665
C -1.2690 2.7907 -1.9449
C -2.4493 -1.5975 2.9004
S 2.4732 0.7175 -1.8646
C 0.4691 2.2251 2.5897
C 0.1565 5.3584 -3.7078
C -2.0151 -1.0290 1.7008
H -5.7743 0.7841 -3.7867
C 1.0869 3.0744 1.6570
H 3.7528 -3.6236 0.0301
C 1.1670 1.0069 2.6136
C 5.4473 -2.3592 -0.3260
H -1.0302 6.3868 -0.6629
C -1.6019 -2.4294 3.6037
H 5.2466 0.7715 -1.5815
C 0.0260 6.4852 -0.8880
H 0.5508 6.6197 0.0510
C -0.2986 3.4301 -1.5403
C -3.8236 0.3186 -3.0682
C 5.8591 -1.1090 -0.7728
C 2.1988 2.3905 1.1144
H 0.5241 6.3180 -4.0560
C -3.4981 3.0461 -2.7648
S 1.4213 -2.1004 -0.5211
H -3.3423 4.1121 -2.6684
H 2.9774 2.8167 0.4904
H 3.0925 5.5809 -2.1794
H 0.9828 0.1912 3.3051
Si 0.6649 4.9903 -1.8979
H -1.9116 -2.8846 4.5345
H -3.4451 -1.3831 3.2553

Summary:
**Net charge**: 0
**Relative energy (zero: lowest compared OMol25 entry of this formula, charge and spin)**: 0.0 kcal/mol
**Multiplicity**: 1
**Total energy**: -96182.6461 eV
**HOMO-LUMO gap (alpha / beta)**: 5.9 / 5.9 eV